{"formula": "C24H25AuN3Te", "method": "ωB97M-V with the def2-TZVPD basis set", "de_lowest_ev": 0.0000, "orbital_gap_ev": 4.048, "total_charge": -1, "symbols": ["Au", "Te", "C", "C", "C", "C", "C", "C", "C", "C", "C", "C", "C", "C", "H", "H", "H", "H", "H", "H", "H", "H", "H", "H", "C", "C", "C", "C", "C", "C", "C", "C", "N", "H", "H", "H", "H", "H", "H", "H", "H", "H", "C", "C", "N", "C", "C", "N", "H", "H", "H", "H", "H", "H"], "xyz": [[-0.1392, -1.2434, 1.0115], [-0.9953, 0.7190, -1.4110], [-1.7420, 2.0029, -2.9812], [-2.4542, 3.1609, -2.6757], [-2.9430, 3.9860, -3.6817], [-2.7196, 3.6660, -5.0150], [-2.0003, 2.5213, -5.3335], [-1.5149, 1.7002, -4.3221], [-2.8588, -0.2989, -1.4221], [-3.7845, -0.0825, -0.4042], [-4.9835, -0.7859, -0.3770], [-5.2728, -1.7116, -1.3712], [-4.3600, -1.9256, -2.3970], [-3.1608, -1.2232, -2.4194], [-2.6279, 3.4184, -1.6368], [-3.4960, 4.8814, -3.4234], [-3.0994, 4.3080, -5.8011], [-1.8132, 2.2681, -6.3706], [-0.9474, 0.8115, -4.5769], [-3.5511, 0.6232, 0.3846], [-5.6902, -0.6147, 0.4266], [-6.2055, -2.2623, -1.3482], [-4.5810, -2.6416, -3.1806], [-2.4473, -1.3960, -3.2184], [2.8531, 2.3089, 0.9041], [3.3696, 1.0885, 1.6083], [4.6166, 1.0935, 2.1940], [5.1320, -0.0293, 2.8535], [4.3330, -1.1649, 2.8878], [3.0654, -1.2282, 2.3161], [2.3173, -2.5243, 2.4137], [2.4982, -0.0788, 1.6473], [1.3057, 0.0601, 1.0510], [3.5723, 3.1318, 0.9717], [1.8915, 2.6227, 1.3238], [2.6482, 2.0962, -0.1514], [5.2108, 2.0035, 2.1369], [6.1146, -0.0167, 3.3104], [4.7108, -2.0595, 3.3796], [2.9572, -3.2961, 2.8507], [1.9761, -2.8766, 1.4299], [1.4107, -2.4455, 3.0299], [-0.9649, -3.8258, -1.1706], [-1.8317, -3.5891, 0.0118], [-1.8665, -2.4954, 0.7433], [-2.8351, -2.6844, 1.7090], [-3.4007, -3.9040, 1.5494], [-2.7576, -4.4633, 0.4631], [-0.0695, -3.2142, -1.0707], [-1.4860, -3.5347, -2.0857], [-0.6781, -4.8753, -1.2461], [-3.0544, -1.9185, 2.4336], [-4.1845, -4.4136, 2.0831], [-2.9174, -5.3772, 0.0828]]}

{"formula": "C11H21Br6Cl3O4Sr3", "method": "ωB97M-V with the def2-TZVPD basis set", "de_lowest_ev": 20.1472, "orbital_gap_ev": 2.196, "total_charge": 2, "symbols": ["Sr", "Sr", "Sr", "O", "C", "C", "O", "H", "H", "H", "H", "O", "C", "C", "O", "H", "H", "H", "H", "Br", "C", "C", "Br", "H", "H", "H", "H", "Br", "C", "C", "Br", "H", "H", "H", "H", "Br", "C", "C", "Br", "H", "H", "H", "H", "C", "Cl", "Cl", "Cl", "H"], "xyz": [[2.7382, -5.3134, -2.3143], [6.7319, -2.6741, -10.4423], [4.4818, -8.0270, -8.0712], [5.5726, -0.2302, -5.9906], [5.7589, 0.2948, -4.6732], [4.9965, -0.1838, -3.3690], [3.6812, -0.6814, -3.6217], [5.6481, 1.3791, -4.6627], [6.8275, 0.2606, -4.4610], [4.9384, 0.5060, -2.5270], [5.4735, -1.1365, -3.1389], [8.2018, -6.1327, -6.9171], [8.8378, -6.5455, -5.7501], [7.8735, -6.8348, -4.4499], [6.5751, -7.3504, -4.4272], [9.4939, -5.8119, -5.2816], [9.5226, -7.3622, -5.9788], [7.6300, -5.9289, -3.8948], [8.4541, -7.3711, -3.6993], [7.4337, -11.4006, -10.3948], [8.4407, -10.6708, -11.8753], [7.7500, -10.6578, -13.2115], [6.5249, -12.2720, -13.6525], [9.2774, -11.3680, -11.9197], [8.9077, -9.7065, -11.6752], [8.5417, -10.6293, -13.9602], [7.1608, -9.7420, -13.2584], [5.5295, -13.8585, -4.4082], [7.1260, -13.8041, -3.2917], [7.8870, -15.1449, -3.5684], [9.0224, -14.8000, -5.1309], [6.7569, -13.6848, -2.2730], [7.7991, -12.9775, -3.5188], [7.2020, -15.8995, -3.9549], [8.5073, -15.5610, -2.7745], [16.8446, -11.1550, -5.3917], [16.2612, -11.5432, -7.2286], [14.8435, -10.8410, -7.5049], [15.0376, -8.8668, -7.5725], [16.0767, -12.6134, -7.3220], [17.1769, -11.3558, -7.7892], [14.1370, -11.0916, -6.7136], [14.4085, -11.1084, -8.4679], [12.7357, -1.1201, -2.6321], [12.4244, 0.6528, -2.4261], [12.3762, -2.1575, -1.1963], [14.2639, -1.4469, -3.5148], [11.8983, -1.3462, -3.2922]]}

{"formula": "C3H13FGaO5P2", "method": "ωB97M-V with the def2-TZVPD basis set", "orbital_gap_ev": 7.767, "total_charge": -1, "symbols": ["O", "P", "Ga", "F", "H", "H", "H", "H", "C", "O", "P", "O", "O", "C", "O", "C", "H", "H", "H", "H", "H", "H", "H", "H", "H"], "xyz": [[0.9183, 3.0262, -0.7995], [0.3144, 3.4800, -2.1137], [-2.0633, 3.7519, -2.3458], [-2.6750, 2.2428, -1.4976], [0.7950, 2.6796, -3.2010], [0.9503, 4.6711, -2.5907], [-2.4246, 3.6704, -3.8973], [-2.5147, 5.0573, -1.5615], [1.0882, -1.6892, 3.3541], [0.9597, -1.2371, 2.0052], [-0.2983, -1.7515, 1.1590], [-1.5813, -1.6386, 1.8523], [0.0416, -3.2721, 0.8173], [1.2723, -3.6008, 0.1677], [-0.0697, -1.0254, -0.2039], [-0.6273, 0.2911, -0.5031], [1.3394, -0.8299, 3.9724], [0.1572, -2.1261, 3.7159], [1.8913, -2.4256, 3.4121], [1.9154, -4.1288, 0.8727], [1.7855, -2.7133, -0.1989], [1.0444, -4.2534, -0.6732], [0.0179, 0.7089, -1.2636], [-0.5894, 0.9318, 0.3733], [-1.6473, 0.1807, -0.8521]]}

{"formula": "C14H22ClNO4", "method": "ωB97M-V with the def2-TZVPD basis set", "smiles": "Cc1ccc(Cl)c(OC[C@@H](O)CN(CCO)CCO)c1", "orbital_gap_ev": 9.252, "total_charge": 0, "symbols": ["C", "C", "C", "C", "C", "Cl", "C", "O", "C", "C", "O", "C", "N", "C", "C", "O", "C", "C", "O", "C", "H", "H", "H", "H", "H", "H", "H", "H", "H", "H", "H", "H", "H", "H", "H", "H", "H", "H", "H", "H", "H", "H"], "xyz": [[2.9827, 2.6418, -0.6416], [2.9741, 1.2052, -0.2251], [3.6006, 0.7859, 0.9389], [3.5361, -0.5392, 1.3341], [2.8173, -1.4459, 0.5807], [2.6851, -3.0930, 1.0885], [2.1677, -1.0484, -0.5941], [1.4632, -2.0174, -1.2500], [0.4666, -1.6433, -2.1699], [-0.6527, -0.7971, -1.5329], [-1.6507, -0.4963, -2.4857], [-1.2365, -1.4594, -0.2682], [-1.6719, -0.4315, 0.6603], [-3.0118, -0.5880, 1.1973], [-4.0392, 0.1651, 0.3331], [-4.1420, -0.3378, -0.9720], [-0.6602, -0.0078, 1.6114], [-0.6996, 1.5189, 1.7608], [-0.5753, 2.1508, 0.5128], [2.2807, 0.2761, -0.9925], [2.0120, 3.0825, -0.4126], [3.1511, 2.7370, -1.7119], [3.7495, 3.1989, -0.1107], [4.1415, 1.4956, 1.5456], [4.0261, -0.8710, 2.2356], [0.0555, -2.5941, -2.5260], [0.8888, -1.1049, -3.0284], [-0.2460, 0.1769, -1.2446], [-2.0105, -1.3180, -2.8429], [-0.4800, -2.1172, 0.1800], [-2.0907, -2.0781, -0.5555], [-3.3017, -1.6458, 1.2542], [-3.0501, -0.1729, 2.2067], [-5.0313, 0.0549, 0.7790], [-3.7805, 1.2334, 0.3163], [-3.3021, -0.1772, -1.4328], [0.3223, -0.2819, 1.2231], [-0.7855, -0.4790, 2.5974], [0.1402, 1.8581, 2.3702], [-1.6368, 1.8255, 2.2484], [-1.2247, 1.7294, -0.0688], [1.8185, 0.6090, -1.9084]]}

{"formula": "C5H12NO", "method": "ωB97M-V with the def2-TZVPD basis set", "smiles": "[NH3+]/C=C\\CCCO", "de_lowest_ev": 3.3500, "orbital_gap_ev": 9.975, "total_charge": 1, "symbols": ["N", "C", "C", "C", "C", "C", "O", "H", "H", "H", "H", "H", "H", "H", "H", "H", "H", "H", "H"], "xyz": [[0.3532, -1.4994, -1.1380], [-1.0839, -1.5266, -0.7454], [-1.6090, -0.3217, -0.5884], [-1.1155, 1.0127, -0.0580], [-0.2219, 1.0310, 1.1425], [1.3550, 0.8157, 0.9211], [1.8804, -0.4118, 0.5589], [0.7979, -1.1836, -0.2705], [0.7109, -2.3109, -1.5924], [0.4504, -0.7224, -1.8683], [-1.3738, -2.5772, -1.0936], [-2.5185, -0.1324, -1.1905], [-0.6946, 1.5470, -0.8902], [-2.1050, 1.5351, 0.1435], [-0.1353, 1.9791, 1.5337], [-0.4870, 0.2348, 1.8882], [1.6296, 1.5692, 0.1522], [1.5923, 1.3636, 1.8444], [2.5746, -0.4021, 1.2509]]}

{"formula": "C7H20NSi", "method": "ωB97M-V with the def2-TZVPD basis set", "smiles": "CCC[C@@](C)([NH3+])[SiH](C)C", "de_lowest_ev": 0.1184, "orbital_gap_ev": 10.571, "total_charge": 1, "symbols": ["C", "C", "C", "C", "C", "N", "Si", "C", "C", "H", "H", "H", "H", "H", "H", "H", "H", "H", "H", "H", "H", "H", "H", "H", "H", "H", "H", "H", "H"], "xyz": [[-3.0020, -0.7605, -1.3015], [-2.3504, -0.2565, -0.0789], [-0.7582, -0.4334, -0.3094], [0.1452, 0.5797, 0.4881], [0.0035, 1.9426, -0.1865], [-0.1560, 0.8804, 1.9757], [1.9876, 0.1154, 0.0969], [2.4270, -1.4514, 1.2215], [2.3469, -0.2599, -1.7445], [-2.8556, -1.8401, -1.2055], [-2.6174, -0.3862, -2.2528], [-4.1805, -0.6409, -1.1742], [-2.5391, -0.9825, 0.7701], [-2.6925, 0.8217, 0.1212], [-0.5441, -1.5044, -0.2102], [-0.5684, -0.0864, -1.2797], [0.7928, 2.6472, 0.0872], [-0.9761, 2.3299, 0.0621], [0.0322, 2.0138, -1.2159], [0.2599, 1.8415, 2.1355], [-1.2257, 1.0252, 2.0749], [0.1633, 0.0655, 2.4595], [2.8369, 1.2514, 0.5504], [2.0723, -2.4606, 0.8633], [3.5359, -1.4126, 1.3665], [2.0068, -1.3949, 2.3542], [1.8989, 0.4669, -2.4709], [3.3483, -0.4444, -1.8214], [1.8882, -1.3281, -1.8987]]}

{"formula": "C42H38CoNO4P2", "method": "ωB97M-V with the def2-TZVPD basis set", "de_lowest_ev": 3.4643, "orbital_gap_ev": [6.442, 7.096], "s2": 0.77, "multiplicity": 2, "total_charge": -1, "symbols": ["Co", "O", "C", "O", "C", "C", "C", "C", "C", "C", "P", "C", "C", "C", "C", "C", "C", "C", "C", "C", "C", "C", "C", "H", "H", "H", "H", "H", "H", "H", "H", "H", "H", "H", "H", "H", "H", "N", "C", "C", "O", "O", "H", "H", "H", "H", "C", "C", "C", "C", "C", "C", "C", "P", "C", "C", "C", "C", "C", "C", "C", "C", "C", "C", "C", "C", "C", "C", "H", "H", "H", "H", "H", "H", "H", "H", "H", "H", "H", "H", "H", "H", "H", "H", "H", "H", "H", "H"], "xyz": [[0.7511, 0.6203, -2.0336], [3.8773, 0.7363, 0.9071], [2.4267, 0.7828, 0.5982], [2.2223, 0.8060, -0.6903], [1.7720, 1.9229, 1.3603], [2.4680, 2.5273, 2.4034], [1.9639, 3.6329, 3.0588], [0.7404, 4.1543, 2.6700], [0.0309, 3.5499, 1.6501], [0.5240, 2.4252, 0.9853], [-0.4376, 1.7294, -0.4157], [-0.9978, 3.2986, -1.1633], [-2.2798, 3.4458, -1.6794], [-2.6408, 4.6108, -2.3300], [-1.7296, 5.6418, -2.4762], [-0.4427, 5.4918, -1.9861], [-0.0758, 4.3277, -1.3423], [-2.0118, 1.1909, 0.3536], [-2.7715, 0.3244, -0.4322], [-4.0044, -0.1200, 0.0006], [-4.4921, 0.2807, 1.2361], [-3.7312, 1.1167, 2.0371], [-2.4976, 1.5734, 1.5982], [3.4379, 2.1292, 2.6637], [2.5211, 4.1000, 3.8609], [0.3403, 5.0327, 3.1591], [-0.9157, 3.9746, 1.3440], [-2.9920, 2.6395, -1.5770], [-3.6391, 4.7142, -2.7324], [-2.0185, 6.5559, -2.9762], [0.2770, 6.2870, -2.1175], [0.9358, 4.2015, -0.9817], [-2.3722, 0.0012, -1.3853], [-4.5815, -0.7879, -0.6222], [-5.4556, -0.0664, 1.5811], [-4.1034, 1.4233, 3.0071], [-1.9092, 2.2134, 2.2379], [2.6034, 0.6960, -3.3764], [2.2970, 1.3555, -4.6340], [1.0687, 2.3099, -4.4406], [0.9305, 3.2325, -5.2319], [0.3059, 2.0211, -3.4775], [3.0522, 1.3436, -2.7319], [3.2270, -0.0951, -3.4928], [1.9994, 0.6034, -5.3714], [3.1409, 1.9291, -5.0441], [0.7883, -4.4939, 1.5833], [-0.2144, -3.7037, 2.3630], [-0.7123, -4.2223, 3.5518], [-1.6634, -3.5472, 4.2959], [-2.1359, -2.3246, 3.8536], [-1.6369, -1.7900, 2.6816], [-0.6756, -2.4561, 1.9284], [-0.1659, -1.5466, 0.3936], [1.6531, -1.6878, 0.4918], [2.4042, -2.4418, -0.3348], [3.8407, -2.3869, -0.3384], [4.5211, -1.5691, 0.4663], [3.8212, -0.6081, 1.3779], [2.2827, -0.6472, 1.3498], [1.6493, -0.5666, 2.7328], [-0.8077, -2.6713, -0.8828], [-1.6980, -3.6899, -0.5539], [-2.4512, -4.3342, -1.5166], [-2.4010, -3.8871, -2.8324], [-1.5520, -2.8614, -3.1739], [-0.6814, -2.2615, -2.2411], [0.3248, -1.3362, -2.6822], [0.6637, -5.5592, 1.7688], [1.7983, -4.2018, 1.8713], [0.6684, -4.3037, 0.5217], [-0.3525, -5.1840, 3.8964], [-2.0459, -3.9846, 5.2077], [-2.8808, -1.7843, 4.4178], [-2.0041, -0.8381, 2.3245], [1.9437, -3.1623, -0.9939], [4.3591, -3.0632, -1.0067], [5.6023, -1.5447, 0.4842], [4.2562, -0.6656, 2.3928], [2.1953, 0.1153, 3.3841], [1.6474, -1.5560, 3.1898], [0.6185, -0.2191, 2.6678], [-1.8007, -4.0085, 0.4733], [-3.0918, -5.1601, -1.2376], [-3.0229, -4.3577, -3.5846], [-1.5083, -2.5189, -4.1988], [0.3415, -1.2670, -3.7726], [1.3128, -1.5892, -2.2914]]}

{"formula": "C2H8N3O", "method": "ωB97M-V with the def2-TZVPD basis set", "de_lowest_ev": 0.2119, "orbital_gap_ev": 11.360, "total_charge": 1, "symbols": ["C", "N", "O", "H", "H", "H", "N", "C", "N", "H", "H", "H", "H", "H"], "xyz": [[1.8861, -0.7900, 0.4460], [3.0464, -0.1500, 0.3697], [0.7887, -0.2496, 0.3025], [1.8795, -1.8606, 0.6636], [3.8998, -0.6864, 0.3946], [3.0477, 0.8634, 0.3314], [-1.4752, -0.3169, -1.2008], [-2.3679, 0.3588, -0.5212], [-2.0248, 1.0812, 0.5336], [-0.5022, -0.2790, -0.8837], [-1.7213, -0.5616, -2.1313], [-3.3722, 0.3299, -0.9218], [-2.8142, 1.5000, 0.9887], [-1.0678, 0.9460, 0.8366]]}

Calculated max |F|, 0.7; 6.8; 0.5; 0.8; 5.7; 4.8; 1.7; 2.3 eV/A (same order as the records).